(1)
Entry from the OMol25 dataset: a cluster of 9 separate species, H18O9 in total (ωB97M-V with the def2-TZVPD basis set).

```
27
Properties=species:S:1:pos:R:3:mulliken_charge:R:1
O 0.31 -14.43 -22.13 -0.7240
H 0.08 -13.74 -22.79 0.4283
H 0.28 -15.30 -22.58 0.3786
O -2.66 -15.08 -24.94 -0.5943
H -2.82 -15.65 -24.24 0.2226
H -3.56 -14.69 -25.11 0.2983
O 3.10 -17.80 -23.79 -0.6491
H 2.98 -17.34 -24.64 0.4445
H 2.37 -18.36 -23.75 0.2683
O 2.48 -15.96 -25.59 -0.7482
H 3.17 -15.67 -26.19 0.2734
H 2.77 -15.67 -24.76 0.3509
O 0.20 -12.56 -27.06 -0.6235
H 0.15 -13.24 -26.44 0.2678
H -0.74 -12.45 -27.21 0.3875
O -2.60 -12.40 -26.45 -0.6440
H -2.53 -13.36 -26.35 0.3465
H -3.50 -12.21 -26.77 0.2946
O 0.12 -14.78 -25.33 -0.6828
H -0.66 -15.27 -25.05 0.2011
H 0.84 -15.38 -25.40 0.3949
O -0.59 -12.62 -23.82 -0.6779
H -0.46 -13.38 -24.45 0.4338
H -0.22 -11.92 -24.31 0.3854
O -0.36 -16.92 -22.96 -0.6080
H 0.36 -17.40 -23.33 0.2710
H -0.42 -17.19 -22.07 0.3042
```

Relative energy (zero: lowest compared OMol25 entry of this formula, charge and spin) ... 2.770 eV
Frontier orbital gap ... 0.3590 hartree
F_max ... 3.637 eV/Å
Highest occupied orbital energy ... -9.80 eV
DFT total energy ... -18719.3654 eV
SMILES string ... O.O.O.O.O.O.O.O.O

***

(2)
Entry from the OMol25 dataset: a structure of composition C2H2O3S (ωB97M-V with the def2-TZVPD basis set).

```
8
Properties=species:S:1:pos:R:3:mulliken_charge:R:1
C -1.06 1.05 0.61 0.1088
C 0.42 0.42 -0.44 -0.3378
O 2.00 -1.69 -0.87 -0.4820
O -1.08 2.13 1.02 -0.3068
O -0.47 -2.06 -0.36 -0.4793
S 0.68 -1.19 -0.41 0.8437
H -1.92 0.36 0.71 0.3574
H 1.44 0.98 -0.27 0.2959
```

Relative energy (zero: lowest compared OMol25 entry of this formula, charge and spin) ... 4.619 eV
Frontier orbital gap ... 0.3432 hartree
F_max ... 3.680 eV/Å
Highest occupied orbital energy ... -10.32 eV
DFT total energy ... -19079.8260 eV

***

(3)
Entry from the OMol25 dataset: a structure of composition C6H11F2NO2 (ωB97M-V with the def2-TZVPD basis set).

```
22
Properties=species:S:1:pos:R:3:mulliken_charge:R:1
C 1.57 -0.76 2.28 0.5001
C -1.76 0.63 -0.22 -1.5275
C 0.14 1.84 -1.40 -1.7892
C -0.24 -0.66 -1.73 -1.8030
C 0.76 -0.86 1.00 0.7171
C -0.35 0.53 -0.77 1.5727
N 0.61 0.33 0.39 -0.2648
O 2.28 0.21 2.41 -0.5330
O 1.39 -1.79 3.16 -0.4668
F -0.62 -1.51 1.84 -0.5717
F 0.93 -2.00 0.30 -0.2526
H -2.08 1.53 0.23 0.3881
H -2.42 0.24 -1.10 0.3088
H -1.86 -0.17 0.41 0.4583
H 1.18 1.88 -1.56 0.4564
H -0.03 2.74 -0.75 0.3723
H -0.41 2.11 -2.28 0.4418
H 0.83 -1.01 -1.99 0.2903
H -0.71 -1.51 -1.28 0.4849
H -0.70 -0.36 -2.63 0.4864
H 0.67 1.01 1.11 0.3273
H 0.79 -2.40 2.57 0.4043
```

Relative energy (zero: lowest compared OMol25 entry of this formula, charge and spin) ... 1.018 eV
Frontier orbital gap ... 0.4267 hartree
F_max ... 4.061 eV/Å
Highest occupied orbital energy ... -10.98 eV
DFT total energy ... -17419.5162 eV

***

(4)
Entry from the OMol25 dataset: an isolated molecule of C3H4N2 (ωB97M-V with the def2-TZVPD basis set).

```
9
Properties=species:S:1:pos:R:3:mulliken_charge:R:1
H 0.77 -2.13 -0.08 0.2324
N 1.31 -1.28 0.00 -0.7086
C 0.53 -0.25 0.05 0.0822
N 1.06 1.03 -0.06 -0.4281
C -0.87 -0.29 0.02 -0.2026
C -2.06 -0.15 -0.01 0.2177
H 0.39 1.78 0.22 0.2179
H 2.02 1.22 -0.03 0.2300
H -3.16 0.07 -0.09 0.3591
```

Relative energy (zero: lowest compared OMol25 entry of this formula, charge and spin) ... 2.086 eV
Frontier orbital gap ... 0.3800 hartree
F_max ... 3.312 eV/Å
Highest occupied orbital energy ... -9.38 eV
DFT total energy ... -6153.8150 eV
SMILES string ... [H]/N=C(/N)C#C

***

(5)
Entry from the OMol25 dataset: a cluster of 2 separate species, C10H16 in total (ωB97M-V with the def2-TZVPD basis set).

```
26
Properties=species:S:1:pos:R:3:mulliken_charge:R:1
C 0.55 1.29 -2.36 -1.3702
C 0.78 1.60 -0.91 0.8309
C 1.65 0.79 -0.19 -0.1902
C 1.75 0.89 1.18 -0.7260
C 0.94 1.80 1.85 -0.3779
C -0.02 2.53 1.17 -0.6628
C -0.06 2.47 -0.21 -0.3684
H 0.42 0.21 -2.47 0.2312
H 1.31 1.58 -3.09 0.3195
H -0.36 1.77 -2.75 0.3926
H 2.31 0.16 -0.77 0.4563
H 2.53 0.47 1.81 0.3551
H 0.96 1.82 2.94 0.3646
H -0.60 3.26 1.72 0.3778
H -0.58 3.15 -0.87 0.3499
C -1.71 -1.59 1.27 -0.8238
C -1.53 -2.32 -0.07 -0.2550
C -0.06 -2.62 -0.40 -0.8258
H -1.69 -2.27 2.11 0.3437
H -2.61 -0.98 1.21 0.3063
H -0.90 -0.88 1.39 0.0576
H -2.04 -3.29 -0.06 0.2842
H -1.95 -1.72 -0.87 0.2714
H 0.39 -1.73 -0.81 -0.0192
H 0.51 -3.05 0.43 0.3160
H 0.01 -3.34 -1.23 0.3624
```

Relative energy (zero: lowest compared OMol25 entry of this formula, charge and spin) ... 0.581 eV
Frontier orbital gap ... 0.3696 hartree
F_max ... 1.548 eV/Å
Highest occupied orbital energy ... -9.04 eV
DFT total energy ... -10629.1621 eV
SMILES string ... Cc1ccccc1.CCC